Entry 1:
Below is a 2-piece molecular cluster, C11H18 overall in a non-equilibrium geometry, with properties calculated with the ωB97M-V functional and the def2-TZVPD basis.

Results
SMILES ... Cc1ccccc1.CC(C)C
Frontier orbital gap ... 9.80 eV
Calculated total energy ... -429.87581 Eh
Energy above the lowest of the compared OMol25 structures with the same formula, charge and spin ... 170.15 kJ/mol
HOMO level ... -8.883 eV
LUMO ... 0.91 eV
Multiplicity ... 1
Net charge ... 0

Each line ends with the natural charge from an NBO analysis.
Cartesian coordinates (Å):
C1 1.22 0.37 -3.28  -0.63
C2 0.42 1.12 -2.29  -0.01
C3 -0.93 0.90 -1.93  -0.22
C4 -1.61 1.85 -1.17  -0.20
C5 -0.95 2.97 -0.58  -0.25
C6 0.39 3.01 -0.62  -0.20
C7 1.10 2.14 -1.62  -0.22
H1 0.61 -0.12 -4.05  0.22
H2 1.75 -0.44 -2.79  0.22
H3 1.93 1.10 -3.66  0.22
H4 -1.43 -0.02 -2.19  0.21
H5 -2.62 1.51 -1.03  0.22
H6 -1.68 3.52 0.04  0.22
H7 1.16 3.49 0.01  0.22
H8 2.11 2.37 -1.90  0.20
C8 -1.24 -0.97 1.27  -0.63
C9 0.15 -1.48 1.82  -0.20
C10 0.26 -1.36 3.33  -0.61
C11 0.44 -2.93 1.28  -0.61
H9 -1.10 -0.01 0.71  0.22
H10 -1.79 -0.65 2.14  0.21
H11 -1.57 -1.71 0.52  0.21
H12 0.89 -0.78 1.38  0.19
H13 -0.49 -2.02 3.81  0.20
H14 1.25 -1.70 3.66  0.21
H15 0.02 -0.33 3.62  0.21
H16 0.09 -3.15 0.29  0.20
H17 1.53 -2.97 1.25  0.21
H18 0.11 -3.71 1.98  0.20

***

Entry 2:
Below is a 5-piece molecular cluster, C42H54ClF4NO9PS overall, with properties calculated with the ωB97M-V functional and the def2-TZVPD basis.

Results
Frontier orbital gap ... 8.72 eV
Calculated total energy ... -3963.68868 Eh
HOMO level ... -10.846 eV
LUMO ... -2.13 eV
Multiplicity ... 1
Net charge ... +1

Each line ends with the Mulliken charge.
Cartesian coordinates (Å):
C1 2.93 1.33 1.38  -1.04
C2 1.93 2.36 0.89  -0.32
C3 1.37 2.07 -0.52  -1.11
C4 0.81 0.66 -0.78  0.92
C5 -0.72 0.57 -0.80  -1.44
C6 -1.45 1.12 0.44  1.22
C7 -2.83 1.73 0.15  -0.90
C8 -2.76 2.82 -0.90  -0.88
C9 -3.95 3.73 -0.83  0.17
O1 -3.91 4.88 -0.57  -0.52
O2 -5.15 3.11 -1.17  -0.28
C10 -6.02 2.86 -0.14  0.94
C11 -7.42 2.71 -0.61  -1.24
O3 -5.62 2.77 0.98  -0.53
O4 -3.71 0.70 -0.27  -0.41
C12 -4.01 -0.13 0.83  -1.21
P1 -5.47 -1.21 0.32  -0.06
O5 -6.63 -0.07 0.40  -0.36
Cl1 -5.65 -2.12 2.16  -0.24
C13 -2.78 -0.91 1.30  -0.49
C14 -2.37 -2.10 0.43  -0.28
O6 -2.42 -3.27 1.27  -0.40
C15 -1.50 -4.21 1.00  0.71
F1 -0.24 -3.75 1.23  -0.15
F2 -1.72 -5.25 1.78  -0.26
F3 -1.52 -4.59 -0.29  -0.27
N1 -1.63 0.08 1.54  0.68
F4 -2.05 0.82 2.65  -0.24
C16 -0.34 -0.54 1.99  0.31
C17 -0.46 -1.31 3.31  -0.86
C18 0.01 -0.55 4.55  -1.25
S1 -1.32 -0.14 5.70  1.35
O7 -2.54 -0.65 5.16  -0.59
O8 -1.18 1.22 6.08  -0.66
O9 -0.95 -0.99 6.98  -0.48
H1 3.34 1.61 2.36  0.44
H2 3.78 1.24 0.69  0.37
H3 2.50 0.33 1.49  0.05
H4 1.14 2.50 1.63  0.18
H5 2.43 3.33 0.82  0.51
H6 2.18 2.25 -1.23  0.49
H7 0.60 2.82 -0.73  0.09
H8 1.25 -0.07 -0.11  -0.67
H9 1.14 0.34 -1.78  0.58
H10 -1.09 1.12 -1.66  0.65
H11 -1.01 -0.46 -1.00  0.03
H12 -0.84 1.90 0.91  0.43
H13 -3.22 2.17 1.07  0.86
H14 -2.70 2.39 -1.90  0.65
H15 -1.89 3.46 -0.71  -0.07
H16 -7.88 3.70 -0.64  0.39
H17 -7.96 2.08 0.10  0.31
H18 -7.46 2.26 -1.60  0.31
H19 -4.37 0.48 1.67  0.92
H20 -7.01 0.06 1.28  0.34
H21 -3.02 -1.29 2.29  1.57
H22 -1.38 -2.03 0.00  -0.49
H23 -3.07 -2.23 -0.39  0.93
H24 0.33 0.31 2.10  0.65
H25 0.04 -1.16 1.19  -0.43
H26 0.13 -2.22 3.20  0.11
H27 -1.49 -1.63 3.48  0.57
H28 0.75 -1.13 5.11  0.59
H29 0.48 0.41 4.31  0.32
H30 -0.98 -1.94 6.82  0.34
C19 3.65 -1.91 -2.75  -0.13
C20 4.29 -1.76 -1.53  -0.74
C21 3.62 -2.10 -0.36  -0.62
C22 2.32 -2.59 -0.42  -0.27
C23 1.69 -2.75 -1.64  -0.19
C24 2.35 -2.40 -2.81  -0.79
H31 4.17 -1.64 -3.67  0.34
H32 5.30 -1.38 -1.49  0.47
H33 4.11 -1.99 0.60  0.49
H34 1.81 -2.87 0.50  0.58
H35 0.68 -3.15 -1.69  0.46
H36 1.86 -2.52 -3.77  0.43
C25 -1.98 5.52 -6.18  -0.37
C26 -2.58 4.48 -5.48  -0.67
C27 -2.96 4.67 -4.16  0.11
C28 -2.74 5.89 -3.53  -0.22
C29 -2.15 6.93 -4.23  -0.60
C30 -1.77 6.75 -5.56  -0.41
H37 -1.69 5.38 -7.21  0.37
H38 -2.75 3.53 -5.97  0.37
H39 -3.43 3.85 -3.62  0.34
H40 -3.05 6.03 -2.50  0.39
H41 -1.99 7.88 -3.75  0.38
H42 -1.31 7.56 -6.10  0.37
C31 6.57 -0.65 -7.08  -0.47
C32 6.11 -1.43 -6.03  -0.28
C33 6.99 -1.90 -5.07  -0.27
C34 8.34 -1.60 -5.16  -0.47
C35 8.81 -0.82 -6.21  -0.37
C36 7.93 -0.35 -7.17  -0.36
H43 5.89 -0.28 -7.83  0.36
H44 5.05 -1.67 -5.97  0.40
H45 6.63 -2.52 -4.26  0.41
H46 9.03 -1.97 -4.42  0.36
H47 9.86 -0.59 -6.28  0.36
H48 8.29 0.26 -7.99  0.36
C37 2.48 -3.73 5.45  -0.53
C38 2.75 -3.66 6.82  -0.42
C39 1.90 -4.28 7.72  -0.44
C40 0.79 -4.98 7.27  -0.48
C41 0.52 -5.05 5.91  -0.51
C42 1.37 -4.43 5.00  -0.14
H49 3.14 -3.25 4.75  0.46
H50 3.62 -3.12 7.17  0.39
H51 2.11 -4.23 8.78  0.41
H52 0.13 -5.47 7.98  0.40
H53 -0.35 -5.60 5.56  0.40
H54 1.16 -4.49 3.94  0.47

***

Entry 3:
Below is C38H56BBiN6O8PS2Si2Te as an isolated structure, with properties calculated with the ωB97M-V functional and the def2-TZVPD basis.

Results
Frontier orbital gap ... 7.71 eV
Calculated total energy ... -4636.39988 Eh
Energy above the lowest of the compared OMol25 structures with the same formula, charge and spin ... 23.07 kJ/mol
HOMO level ... -10.256 eV
LUMO ... -2.55 eV
Multiplicity ... 1
Net charge ... +1

Each line ends with the Mulliken charge.
Cartesian coordinates (Å):
Bi1 0.29 0.30 0.15  0.07
O1 4.39 -1.87 1.38  -0.52
C1 3.15 -1.47 1.68  -0.19
O2 2.86 -0.34 1.95  -0.54
C2 2.16 -2.60 1.66  0.87
C3 2.53 -3.90 1.33  -0.92
C4 1.54 -4.87 1.30  -1.07
C5 0.23 -4.50 1.57  -0.83
C6 -0.04 -3.17 1.87  0.83
N1 0.91 -2.25 1.93  0.34
C7 -1.42 -2.62 2.19  0.14
O3 -2.47 -3.43 1.99  -0.47
O4 -1.58 -1.52 2.63  -0.29
H1 4.94 -1.07 1.37  0.45
H2 3.56 -4.14 1.12  0.60
H3 1.78 -5.90 1.06  0.48
H4 -0.55 -5.25 1.55  0.76
H5 -2.23 -4.29 1.63  0.05
C8 -0.75 -3.07 -1.91  -0.62
C9 -1.90 -2.34 -1.33  0.20
N2 -1.84 -1.27 -0.57  1.07
C10 -3.14 -0.92 -0.27  -0.72
C11 -3.99 -1.79 -0.86  -1.06
N3 -3.20 -2.69 -1.53  0.29
C12 -3.71 -3.87 -2.20  -1.49
N4 -4.35 -4.75 -1.27  0.68
N5 -5.67 -4.60 -1.01  -0.61
N6 -6.01 -5.33 -0.03  -0.56
C13 -4.89 -6.01 0.41  0.79
C14 -4.75 -6.92 1.46  -0.76
C15 -3.49 -7.43 1.68  -0.78
C16 -2.40 -7.06 0.87  -0.23
C17 -2.53 -6.16 -0.17  -1.00
C18 -3.81 -5.64 -0.37  1.18
H6 0.17 -2.68 -1.48  -0.51
H7 -0.69 -2.93 -2.99  0.42
H8 -0.79 -4.14 -1.70  0.10
H9 -3.37 -0.08 0.36  0.54
H10 -5.06 -1.87 -0.84  0.61
H11 -2.89 -4.39 -2.69  0.67
H12 -4.46 -3.59 -2.94  0.24
H13 -5.60 -7.20 2.07  0.46
H14 -3.33 -8.14 2.48  0.41
H15 -1.44 -7.52 1.05  0.55
H16 -1.69 -5.91 -0.80  0.19
O5 -1.93 2.30 -1.32  -0.23
B1 -0.83 1.48 -1.55  2.53
O6 -0.51 1.42 -2.89  -0.50
C19 -1.43 2.25 -3.52  0.72
C20 -1.53 2.55 -4.86  -1.07
C21 -2.56 3.43 -5.21  -0.63
C22 -3.41 3.97 -4.25  -0.64
C23 -3.29 3.65 -2.90  -1.12
C24 -2.28 2.78 -2.57  0.44
H17 -0.86 2.13 -5.59  0.60
H18 -2.68 3.70 -6.25  0.42
H19 -4.19 4.65 -4.57  0.43
H20 -3.95 4.07 -2.15  0.55
C25 -0.82 1.15 6.84  -1.11
Si1 -0.01 1.14 5.15  0.06
C26 0.76 -0.51 4.80  -0.23
C27 1.28 2.49 5.07  -1.02
C28 -1.47 1.45 3.97  -0.85
Te1 -1.38 2.03 1.93  -0.21
C29 -0.08 3.72 2.12  -0.21
Si2 -0.61 5.33 1.26  0.10
C30 -0.15 5.23 -0.55  -0.57
C31 -2.44 5.59 1.51  -1.03
C32 0.38 6.68 2.09  -1.12
H21 -0.09 0.92 7.61  0.32
H22 -1.62 0.41 6.91  0.34
H23 -1.25 2.13 7.07  0.32
H24 1.47 -0.78 5.59  0.55
H25 1.29 -0.49 3.85  -0.33
H26 0.00 -1.29 4.74  0.14
H27 2.00 2.34 5.88  0.41
H28 0.84 3.49 5.22  0.32
H29 1.83 2.49 4.13  0.27
H30 -2.10 2.24 4.38  0.62
H31 -2.08 0.54 3.95  0.54
H32 0.91 3.41 1.80  0.28
H33 -0.04 3.87 3.20  -0.01
H34 -0.54 4.34 -1.04  -0.04
H35 0.94 5.22 -0.66  0.24
H36 -0.53 6.10 -1.09  0.48
H37 -3.04 4.76 1.14  0.31
H38 -2.78 6.49 0.99  0.37
H39 -2.66 5.73 2.57  0.32
H40 1.45 6.47 2.04  0.32
H41 0.11 6.78 3.14  0.33
H42 0.21 7.64 1.61  0.35
C33 5.74 -1.00 -2.22  -1.12
C34 5.93 0.25 -1.39  0.52
C35 6.60 1.38 -2.15  -1.32
O7 4.69 0.71 -0.79  -0.32
P1 3.26 0.85 -1.44  0.31
S1 2.25 2.13 -0.25  -0.55
S2 2.29 -0.85 -1.74  -0.51
O8 3.56 1.59 -2.80  0.04
C36 2.61 1.68 -3.91  1.50
C37 3.17 0.89 -5.06  -1.51
C38 2.43 3.15 -4.20  -1.38
H43 6.71 -1.37 -2.53  0.50
H44 5.15 -0.79 -3.12  0.18
H45 5.23 -1.78 -1.66  0.21
H46 6.53 0.01 -0.51  0.33
H47 6.04 1.63 -3.05  0.15
H48 7.60 1.06 -2.44  0.47
H49 6.68 2.26 -1.53  0.33
H50 1.67 1.25 -3.58  -0.37
H51 4.14 1.28 -5.37  0.33
H52 2.50 0.95 -5.92  0.42
H53 3.29 -0.16 -4.79  0.28
H54 3.37 3.60 -4.51  0.36
H55 2.06 3.68 -3.32  0.17
H56 1.71 3.28 -5.01  0.41

***

Entry 4:
Below is C2HNaO2Rb as an isolated structure in a non-equilibrium geometry, with properties calculated with the ωB97M-V functional and the def2-TZVPD basis.

Results
Frontier orbital gap (alpha / beta) ... 3.85 / 4.92 eV
Calculated total energy ... -413.47326 Eh
HOMO level (alpha / beta) ... -4.900 / -6.076 eV
LUMO (alpha / beta) ... -1.05 / -1.16 eV
Multiplicity ... 2
Net charge ... 0

Each line ends with the Mulliken spin population.
Cartesian coordinates (Å):
O1 2.94 -0.14 -3.19  0.00
C1 2.50 0.81 -2.47  0.00
C2 1.28 1.18 -2.04  0.01
H1 0.78 2.00 -2.57  0.00
Rb1 -0.95 1.22 1.97  0.26
Na1 -2.56 -0.93 -1.37  0.75
O2 0.94 0.63 -0.60  -0.01

***

Entry 5:
Below is C39H37EuF9OP2 as an isolated structure in a non-equilibrium geometry, with properties calculated with the ωB97M-V functional and the def2-TZVPD basis.

Results
Frontier orbital gap (alpha / beta) ... 5.46 / 5.54 eV
Calculated total energy ... -3875.23546 Eh
HOMO level (alpha / beta) ... -5.515 / -5.593 eV
LUMO (alpha / beta) ... -0.06 / -0.05 eV
Multiplicity ... 8
Net charge ... 0

Each line ends with the Mulliken spin population.
Cartesian coordinates (Å):
Eu1 -0.82 -0.96 0.31  7.00
C1 -4.67 -0.49 -4.13  0.00
C2 -3.83 0.39 -4.70  0.00
C3 -4.28 1.77 -5.17  0.00
C4 -5.19 2.64 -4.23  0.00
C5 -5.23 2.32 -2.79  0.00
C6 -6.02 1.37 -2.27  0.00
C7 -6.85 0.42 -3.08  0.00
C8 -6.15 -0.29 -4.26  0.00
C9 -0.58 1.11 2.07  -0.02
H1 -4.32 -1.39 -3.65  0.00
H2 -2.80 0.11 -4.97  0.00
H3 -4.79 1.67 -6.14  0.00
H4 -3.40 2.39 -5.43  0.00
H5 -4.88 3.69 -4.35  0.00
H6 -6.21 2.56 -4.62  0.00
H7 -4.71 3.04 -2.15  0.00
H8 -6.35 1.36 -1.22  0.00
H9 -7.76 0.97 -3.40  0.00
H10 -7.25 -0.33 -2.38  0.00
H11 -6.67 -1.23 -4.45  0.00
H12 -6.33 0.34 -5.14  0.00
H13 -0.25 0.28 2.77  -0.01
H14 -1.04 1.89 2.72  0.00
H15 0.31 1.57 1.58  0.00
P1 -0.67 -0.02 -2.41  0.02
P2 -2.09 1.69 0.25  0.02
C10 -1.87 1.21 -2.52  -0.02
C11 -2.45 1.89 -1.50  -0.01
C12 0.52 0.37 -3.67  -0.01
C13 0.27 1.00 -4.90  0.00
C14 1.35 1.20 -5.78  0.00
C15 2.65 0.87 -5.39  0.00
C16 2.90 0.32 -4.13  0.00
C17 1.83 0.10 -3.26  0.00
C18 -1.39 -1.64 -2.87  -0.03
C19 -2.35 -2.23 -2.01  0.04
C20 -2.70 -3.57 -2.22  0.00
C21 -2.21 -4.28 -3.31  0.00
C22 -1.35 -3.65 -4.20  0.00
C23 -0.96 -2.33 -4.00  0.01
C24 -2.01 3.42 0.71  0.00
C25 -0.82 4.06 0.30  0.00
C26 -0.38 5.20 0.98  0.00
C27 -1.18 5.78 1.98  0.00
C28 -2.41 5.19 2.30  0.00
C29 -2.86 4.04 1.64  0.00
C30 -3.63 0.98 0.96  -0.01
C31 -3.40 0.03 1.97  0.02
C32 -4.45 -0.64 2.57  0.00
C33 -5.75 -0.44 2.13  0.00
C34 -6.00 0.49 1.11  0.00
C35 -4.94 1.24 0.58  0.01
H16 -2.08 1.50 -3.55  0.00
H17 -3.03 2.78 -1.77  0.00
H18 -0.73 1.31 -5.19  0.00
H19 1.18 1.63 -6.77  0.00
H20 3.50 1.04 -6.06  0.00
H21 3.91 0.06 -3.80  0.00
H22 1.97 -0.28 -2.24  0.00
H23 -2.84 -1.65 -1.21  -0.01
H24 -3.38 -4.06 -1.53  0.00
H25 -2.51 -5.31 -3.48  0.00
H26 -0.97 -4.18 -5.07  0.00
H27 -0.30 -1.82 -4.71  0.00
H28 -0.24 3.65 -0.53  0.00
H29 0.58 5.66 0.74  0.00
H30 -0.84 6.67 2.52  0.00
H31 -3.05 5.63 3.07  0.00
H32 -3.84 3.62 1.81  0.00
H33 -2.36 -0.06 2.30  -0.03
H34 -4.22 -1.31 3.39  0.00
H35 -6.57 -0.96 2.63  0.00
H36 -7.03 0.62 0.78  0.00
H37 -5.11 2.04 -0.16  0.00
F1 2.54 -3.63 1.18  0.00
C36 3.11 -2.53 0.63  0.00
F2 4.45 -2.64 0.77  0.00
F3 2.81 -2.57 -0.70  0.00
C37 2.54 -1.19 1.24  0.02
O1 1.34 -0.98 0.62  0.01
C38 2.30 -1.33 2.76  0.00
F4 3.31 -1.91 3.44  0.00
F5 2.09 -0.09 3.31  0.00
F6 1.17 -2.06 3.01  0.00
C39 3.52 0.03 0.98  0.00
F7 4.62 0.00 1.79  0.00
F8 3.97 0.08 -0.31  0.00
F9 2.87 1.21 1.20  0.00

***

Entry 6:
Below is a 2-piece molecular cluster, C5H9BO3 overall in a non-equilibrium geometry, with properties calculated with the ωB97M-V functional and the def2-TZVPD basis.

Results
Frontier orbital gap (alpha / beta) ... 8.33 / 8.33 eV
Calculated total energy ... -446.45858 Eh
Energy above the lowest of the compared OMol25 structures with the same formula, charge and spin ... 237.88 kJ/mol
HOMO level (alpha / beta) ... -9.577 / -9.579 eV
LUMO (alpha / beta) ... -1.25 / -1.25 eV
Multiplicity ... 1
Net charge ... 0

Each line ends with the natural charge from an NBO analysis.
Cartesian coordinates (Å):
B1 -2.48 0.00 -0.14  1.23
C1 0.30 2.48 -0.60  -0.15
C2 0.40 1.27 -0.51  -0.01
C3 1.32 -0.89 -1.25  -0.69
C4 0.66 -0.37 1.16  -0.65
C5 0.59 -0.07 -0.30  0.29
O1 -2.48 1.12 0.71  -0.95
O2 -3.71 -0.46 -0.59  -0.91
O3 -1.42 -0.83 -0.29  -0.87
H1 -0.14 3.39 -0.71  0.23
H2 0.76 -1.85 -1.38  0.29
H3 1.25 -0.32 -2.19  0.24
H4 2.34 -1.14 -0.81  0.25
H5 -0.05 0.26 1.62  0.22
H6 1.80 -0.26 1.51  0.22
H7 0.23 -1.35 1.35  0.26
H8 -1.60 1.50 1.10  0.49
H9 -4.51 0.01 -0.40  0.49